A cluster of 3 separate species, C39H58BClN2O13P2 in total in a non-equilibrium geometry. Source: the OMol25 dataset; level of theory: ωB97M-V/def2-TZVPD.

Each line ends with the Löwdin charge.
Atoms and positions in Å:
C: 6.04 0.02 5.05  -0.105
C: 5.98 1.20 3.95  -0.189
C: 4.65 2.05 4.14  -0.203
O: 3.96 2.09 2.87  -0.180
C: 2.58 1.73 2.96  -0.155
C: 2.23 0.89 1.67  -0.041
C: 2.71 -0.48 1.48  -0.106
C: 3.61 -1.18 2.57  -0.063
C: 2.64 -2.12 3.39  -0.679
O: 2.95 -3.21 3.77  0.064
Cl: 0.94 -1.57 3.76  0.715
C: 2.35 -1.30 0.29  0.036
B: 2.90 -2.81 0.10  -0.525
O: 1.93 -3.82 -0.13  0.124
O: 4.27 -3.13 0.16  0.033
C: 5.04 -2.44 -0.86  -0.216
C: 6.47 -2.17 -0.22  -0.065
C: 1.49 -0.68 -0.70  0.003
C: 1.02 0.71 -0.51  0.003
C: 1.36 1.53 0.65  -0.061
C: 0.77 2.96 0.76  -0.146
C: 1.80 4.14 0.50  -0.155
C: 2.94 3.81 -0.54  -0.258
N: 4.24 3.76 0.20  -0.017
C: 0.08 1.27 -1.63  -0.300
O: 0.17 2.37 -2.10  0.089
C: -0.98 0.21 -2.11  -0.046
C: -2.38 0.50 -2.39  -0.188
P: -2.89 2.31 -2.18  0.805
N: -2.42 2.83 -0.74  -0.306
C: -3.33 -0.58 -2.79  -0.173
C: -4.78 -0.13 -3.08  -0.120
C: -5.68 -0.26 -1.68  -0.216
C: -5.07 0.60 -0.44  -0.006
O: -5.03 -0.97 -0.59  -0.197
C: -2.90 -2.00 -2.93  -0.243
P: -4.03 -3.40 -3.38  0.930
C: -5.83 -3.11 -2.94  -0.313
C: -3.62 -4.96 -2.37  -0.274
C: -1.46 -2.24 -2.68  -0.079
C: -0.81 -3.67 -2.84  -0.166
O: -0.71 -4.36 -1.58  -0.170
O: 0.22 -5.36 -1.75  -0.046
C: -0.53 -1.19 -2.29  0.000
C: 0.98 -1.41 -1.99  -0.248
O: 1.76 -2.03 -2.68  0.119
H: 7.13 -0.09 5.30  0.072
H: 5.41 0.30 5.92  0.067
H: 5.64 -0.95 4.66  0.059
H: 6.90 1.82 3.99  0.102
H: 5.86 0.66 2.96  0.097
H: 4.99 3.10 4.35  0.127
H: 4.01 1.71 5.00  0.117
H: 2.33 1.08 3.84  0.108
H: 1.94 2.65 3.05  0.119
H: 4.47 -1.73 2.14  0.121
H: 3.91 -0.37 3.28  0.088
H: 1.65 -4.12 0.76  0.132
H: 4.63 -1.43 -1.13  0.126
H: 5.19 -3.05 -1.78  0.131
H: 6.93 -3.17 -0.02  0.082
H: 7.10 -1.53 -0.88  0.081
H: 6.34 -1.68 0.79  0.065
H: -0.17 3.11 0.15  0.076
H: 0.42 3.08 1.84  0.111
H: 1.20 5.00 0.10  0.112
H: 2.24 4.42 1.50  0.103
H: 3.00 4.69 -1.24  0.111
H: 2.74 2.91 -1.18  0.101
H: 4.50 2.81 0.46  0.051
H: 4.96 4.21 -0.36  0.056
H: -4.30 2.49 -2.23  0.014
H: -2.25 3.01 -3.24  0.011
H: -1.98 2.07 -0.21  -0.043
H: -5.32 -0.73 -3.85  0.084
H: -4.88 0.94 -3.40  0.082
H: -6.82 -0.30 -1.78  0.151
H: -5.54 0.53 0.57  0.106
H: -3.97 0.63 -0.28  0.076
H: -5.88 -2.79 -1.87  0.037
H: -6.32 -4.12 -2.98  0.047
H: -6.39 -2.46 -3.66  0.035
H: -3.05 -4.72 -1.43  0.050
H: -3.00 -5.62 -3.02  0.034
H: -4.56 -5.53 -2.13  0.043
H: 0.20 -3.63 -3.32  0.124
H: -1.47 -4.21 -3.58  0.098
H: 1.11 -4.93 -1.75  0.089
O: -2.41 -1.87 9.64  0.103
C: -2.32 -2.57 8.66  -0.531
O: -1.11 -2.85 8.14  -0.001
C: -0.89 -3.82 7.11  -0.227
C: -1.09 -3.21 5.74  -0.100
C: -3.56 -3.06 7.95  0.006
H: -1.49 -4.71 7.27  0.113
H: 0.15 -4.13 7.21  0.124
H: -2.12 -2.87 5.60  0.072
H: -0.86 -3.93 4.96  0.081
H: -0.45 -2.34 5.61  -0.001
H: -3.91 -2.29 7.27  0.096
H: -4.33 -3.26 8.70  0.091
H: -3.41 -3.99 7.41  0.068
O: -3.83 3.73 -4.95  0.056
C: -3.28 4.34 -5.83  -0.525
O: -2.27 5.17 -5.54  0.003
C: -1.43 5.80 -6.52  -0.228
C: -2.05 7.08 -7.03  -0.065
C: -3.78 4.26 -7.25  0.013
H: -1.19 5.10 -7.33  0.115
H: -0.50 6.03 -6.02  0.125
H: -3.00 6.90 -7.54  0.067
H: -1.38 7.58 -7.74  0.083
H: -2.26 7.76 -6.20  0.086
H: -4.61 4.97 -7.38  0.099
H: -4.15 3.25 -7.43  0.093
H: -3.02 4.45 -8.00  0.071

Results
Structure (SMILES) ... CCCOCc1c(CC(=O)Cl)c(B(O)OCC)c2c(c1CCCN)C(=O)c1c([PH2]=N)c(C[C@@H]3CO3)c(P(C)C)c(COO)c1C2=O.CCOC(C)=O.CCOC(C)=O
LUMO ... -0.0283 Eh
Frontier orbital gap ... 7.11 eV
Net charge ... 0

A structure of composition C39H58BN9ORu in a non-equilibrium geometry. Source: the OMol25 dataset; level of theory: ωB97M-V/def2-TZVPD.

Each line ends with the Löwdin charge.
Atoms and positions in Å:
Ru: -0.31 0.13 -0.21  1.126
C: 0.65 -2.00 -3.85  -0.055
C: -0.75 -1.96 -3.24  -0.392
C: -1.78 -2.52 -4.21  -0.061
C: -0.71 -2.72 -1.96  -0.271
C: -0.88 -4.08 -1.73  0.049
C: -0.57 -4.27 -0.39  -0.193
C: -0.69 -5.55 0.37  -0.362
C: -0.14 -6.72 -0.45  -0.055
C: -2.17 -5.79 0.71  -0.048
N: -0.24 -3.07 0.13  0.057
N: -0.35 -2.12 -0.82  0.033
B: 0.47 -2.73 1.47  -0.488
N: 1.76 -1.94 1.11  0.060
N: 1.66 -0.68 0.65  0.032
C: 2.87 -0.24 0.30  -0.265
C: 3.79 -1.26 0.53  0.039
C: 3.05 -2.33 1.04  -0.178
C: 3.74 -3.58 1.49  -0.340
C: 4.22 -3.38 2.93  -0.041
C: 2.99 -4.91 1.32  -0.056
C: 3.09 1.13 -0.25  -0.395
C: 3.86 2.00 0.75  -0.054
C: 3.83 1.04 -1.59  -0.066
N: -0.45 -1.86 2.35  0.058
N: -1.00 -0.74 1.85  0.046
C: -1.77 -0.18 2.79  -0.261
C: -1.71 -0.97 3.93  0.044
C: -0.86 -2.03 3.62  -0.180
C: -0.56 -3.12 4.61  -0.348
C: -1.20 -4.45 4.20  -0.043
C: 0.93 -3.30 4.92  -0.051
C: -2.54 1.07 2.56  -0.373
C: -2.68 1.89 3.84  -0.056
C: -3.92 0.72 1.97  -0.051
H: 0.70 -1.39 -4.75  0.069
H: 0.91 -3.02 -4.11  0.090
H: 1.39 -1.63 -3.14  0.068
H: -1.00 -0.91 -3.00  0.077
H: -1.51 -3.53 -4.51  0.080
H: -1.84 -1.91 -5.11  0.071
H: -2.77 -2.55 -3.75  0.082
H: -1.17 -4.83 -2.43  0.114
H: -0.12 -5.47 1.29  0.100
H: -0.76 -6.91 -1.32  0.076
H: -0.13 -7.63 0.16  0.084
H: 0.87 -6.52 -0.78  0.076
H: -2.73 -5.98 -0.20  0.083
H: -2.59 -4.93 1.22  0.078
H: -2.26 -6.66 1.36  0.083
H: 0.74 -3.72 2.03  0.088
H: 4.84 -1.24 0.36  0.119
H: 4.64 -3.65 0.85  0.138
H: 3.39 -3.21 3.60  0.057
H: 4.89 -2.52 2.99  0.082
H: 4.76 -4.27 3.27  0.084
H: 2.31 -5.09 2.15  0.063
H: 3.71 -5.72 1.31  0.086
H: 2.44 -4.93 0.39  0.075
H: 2.11 1.59 -0.41  0.067
H: 4.84 1.58 0.96  0.081
H: 3.30 2.06 1.69  0.078
H: 3.98 3.00 0.36  0.077
H: 4.83 0.62 -1.45  0.080
H: 3.94 2.03 -2.03  0.078
H: 3.28 0.41 -2.28  0.058
H: -2.21 -0.81 4.86  0.114
H: -1.04 -2.80 5.54  0.136
H: -0.70 -4.88 3.34  0.055
H: -2.25 -4.31 3.96  0.085
H: -1.13 -5.15 5.03  0.084
H: 1.45 -3.71 4.06  0.040
H: 1.04 -3.98 5.75  0.087
H: 1.38 -2.35 5.18  0.091
H: -1.99 1.66 1.82  0.082
H: -3.31 1.37 4.56  0.080
H: -3.14 2.86 3.63  0.074
H: -1.71 2.06 4.29  0.086
H: -4.47 0.10 2.67  0.088
H: -3.80 0.17 1.04  0.067
H: -4.49 1.62 1.78  0.075
O: 0.17 2.28 0.49  -0.048
C: -0.43 3.36 0.73  -0.324
C: 0.21 4.38 1.51  0.045
C: -0.43 5.53 1.86  -0.041
C: -1.74 5.76 1.45  -0.028
C: -2.39 4.83 0.65  -0.013
C: -1.77 3.64 0.26  -0.059
C: -2.44 2.73 -0.64  -0.271
N: -2.16 1.45 -0.87  0.038
C: -3.04 1.01 -1.81  -0.119
C: -3.87 2.04 -2.17  -0.053
N: -3.48 3.11 -1.43  0.132
H: 1.22 4.17 1.83  0.127
H: 0.08 6.27 2.45  0.119
H: -2.26 6.66 1.74  0.120
H: -3.41 5.03 0.36  0.115
H: -3.04 -0.01 -2.14  0.106
H: -4.67 2.08 -2.87  0.122
H: -3.88 4.03 -1.47  0.159
C: -1.08 1.73 -5.12  -0.067
C: 0.38 1.83 -4.66  -0.194
C: 0.54 1.34 -3.33  -0.166
N: 0.65 0.90 -2.27  0.173
H: -1.16 2.05 -6.15  0.084
H: -1.71 2.38 -4.51  0.069
H: -1.45 0.71 -5.04  0.067
H: 0.72 2.87 -4.69  0.129
H: 1.03 1.24 -5.32  0.129

Results
LUMO (alpha / beta) ... -0.0919 / -0.1995 Eh
Frontier orbital gap (alpha / beta) ... 8.04 / 5.10 eV
Net charge ... +1
2S+1 ... 2

A structure of composition C39H59InN3O3S3 in a non-equilibrium geometry. Source: the OMol25 dataset; level of theory: ωB97M-V/def2-TZVPD.

Each line ends with the Löwdin charge.
Atoms and positions in Å:
In: 0.33 0.48 -0.82  0.600
C: 2.36 -2.38 0.51  -0.043
C: 2.47 -1.49 1.64  -0.140
C: 2.70 -0.21 1.15  -0.133
C: 2.58 -0.29 -0.32  -0.160
C: 2.51 -1.71 -0.67  -0.234
C: 2.88 -2.37 -1.99  -0.549
C: 4.29 -2.97 -1.80  -0.054
C: 2.95 -1.38 -3.15  -0.063
C: 1.93 -3.52 -2.33  -0.053
C: 3.34 1.03 1.80  -0.500
C: 2.46 1.85 2.76  -0.052
C: 3.80 2.01 0.71  -0.064
C: 4.61 0.61 2.56  -0.047
C: 2.32 -2.09 3.04  -0.516
C: 1.74 -1.09 4.05  -0.044
C: 1.35 -3.29 3.00  -0.064
C: 3.67 -2.63 3.55  -0.045
H: 2.28 -3.46 0.58  0.103
H: 3.10 0.39 -0.97  0.069
H: 4.99 -2.19 -1.49  0.087
H: 4.65 -3.42 -2.73  0.077
H: 4.28 -3.74 -1.02  0.077
H: 3.68 -0.59 -2.96  0.083
H: 1.99 -0.91 -3.33  0.022
H: 3.25 -1.90 -4.07  0.084
H: 1.88 -4.24 -1.51  0.073
H: 2.27 -4.05 -3.22  0.081
H: 0.93 -3.14 -2.52  0.033
H: 1.49 2.01 2.31  0.037
H: 2.93 2.82 2.96  0.086
H: 2.32 1.35 3.72  0.054
H: 2.95 2.39 0.13  0.076
H: 4.51 1.55 0.03  0.087
H: 4.30 2.87 1.18  0.080
H: 4.37 0.11 3.50  0.050
H: 5.21 1.49 2.81  0.081
H: 5.22 -0.07 1.96  0.095
H: 0.89 -0.57 3.60  0.093
H: 2.48 -0.36 4.36  0.052
H: 1.40 -1.62 4.95  0.078
H: 0.44 -3.02 2.47  0.068
H: 1.09 -3.59 4.02  0.077
H: 1.79 -4.16 2.51  0.073
H: 4.38 -1.83 3.73  0.055
H: 4.11 -3.30 2.80  0.085
H: 3.53 -3.20 4.47  0.080
S: -0.69 -0.85 -2.77  0.690
C: -0.99 0.49 -3.83  -0.659
C: -2.00 0.33 -4.79  -0.084
C: -2.36 1.33 -5.68  -0.204
C: -3.42 1.12 -6.61  -0.190
N: -4.28 0.95 -7.35  0.150
C: -1.69 2.56 -5.61  -0.206
C: -0.67 2.73 -4.69  -0.068
C: -0.29 1.72 -3.80  -0.668
S: 1.07 2.03 -2.77  0.654
C: -2.03 3.63 -6.49  -0.191
N: -2.28 4.50 -7.21  0.149
H: -2.50 -0.63 -4.84  0.111
H: -0.13 3.67 -4.65  0.110
O: -0.53 -1.20 0.60  -0.021
C: -1.63 -1.71 0.82  -0.461
C: -2.52 -1.21 1.93  -0.080
C: -2.79 -2.23 3.04  -0.175
C: -3.87 -3.25 2.68  -0.211
C: -3.45 -4.18 1.54  -0.184
C: -3.31 -3.46 0.20  -0.167
N: -2.05 -2.75 0.07  0.105
H: -3.47 -0.89 1.49  0.111
H: -2.02 -0.33 2.33  0.124
H: -3.12 -1.68 3.93  0.111
H: -1.86 -2.74 3.31  0.108
H: -4.78 -2.72 2.39  0.113
H: -4.11 -3.85 3.56  0.106
H: -4.19 -4.98 1.43  0.107
H: -2.49 -4.65 1.78  0.117
H: -4.14 -2.76 0.05  0.120
H: -3.34 -4.18 -0.61  0.123
H: -1.44 -2.96 -0.71  0.134
O: -0.19 1.76 0.99  -0.569
S: -1.26 2.84 0.84  0.998
C: -0.61 4.09 -0.31  -0.297
C: 0.31 5.02 0.46  -0.228
C: -0.38 5.29 1.78  -0.250
C: -0.71 3.90 2.32  -0.277
H: -1.48 4.60 -0.72  0.097
H: -0.11 3.54 -1.11  0.009
H: 0.52 5.93 -0.11  0.113
H: 1.27 4.52 0.65  0.111
H: -1.30 5.86 1.60  0.107
H: 0.24 5.87 2.47  0.106
H: -1.52 3.90 3.05  0.075
H: 0.17 3.43 2.76  0.063
C: -4.08 1.76 0.28  -0.077
C: -3.29 1.57 -1.04  -0.696
C: -3.67 0.18 -1.56  -0.050
C: -3.78 2.63 -2.04  -0.024
O: -1.89 1.68 -0.90  -0.405
H: -5.12 1.44 0.13  0.076
H: -4.09 2.80 0.59  0.060
H: -3.64 1.17 1.08  0.049
H: -4.76 0.04 -1.55  0.083
H: -3.20 -0.58 -0.94  0.051
H: -3.32 0.05 -2.58  0.039
H: -4.87 2.56 -2.17  0.083
H: -3.30 2.50 -3.00  0.072
H: -3.55 3.63 -1.66  0.072

Results
LUMO ... 0.0806 Eh
Frontier orbital gap ... 6.84 eV
Energy above the lowest of the compared OMol25 structures with the same formula, charge and spin ... 16.24 kcal per mole
Net charge ... -1

A structure of composition C39H59N5O4SSe2SiZr in a non-equilibrium geometry. Source: the OMol25 dataset; level of theory: ωB97M-V/def2-TZVPD.

Each line ends with the Löwdin charge.
Atoms and positions in Å:
Zr: -1.02 0.02 1.05  0.916
O: -1.77 -3.90 2.60  0.046
C: -1.49 -2.72 2.40  -0.510
N: -0.93 -2.15 1.33  -0.166
C: -0.94 -2.93 0.11  -0.180
C: -2.11 -2.43 -0.72  -0.277
C: -2.61 -3.13 -1.80  -0.020
C: -3.76 -2.67 -2.42  -0.056
C: -4.38 -1.53 -1.92  -0.055
C: -3.78 -0.86 -0.88  -0.155
N: -2.66 -1.29 -0.29  0.000
C: -1.94 -1.70 3.44  -0.173
C: -2.25 -2.06 4.73  0.002
C: -2.85 -1.11 5.55  -0.030
C: -3.19 0.13 5.02  -0.042
C: -2.85 0.41 3.71  -0.123
N: -2.20 -0.47 2.95  -0.008
H: -1.09 -3.99 0.34  0.125
H: 0.00 -2.81 -0.43  0.083
H: -2.11 -4.03 -2.14  0.123
H: -4.19 -3.21 -3.26  0.114
H: -5.30 -1.16 -2.35  0.109
H: -4.17 0.08 -0.49  0.044
H: -2.05 -3.07 5.05  0.125
H: -3.09 -1.35 6.57  0.114
H: -3.71 0.87 5.61  0.113
H: -3.10 1.34 3.22  0.070
C: 0.31 2.16 -4.85  -0.105
C: -0.70 3.11 -4.21  -0.236
C: -2.14 2.59 -4.19  -0.179
C: -2.41 1.45 -3.21  -0.167
N: -1.89 0.17 -3.67  0.010
C: -0.84 -0.50 -3.14  -0.589
Se: 0.18 -0.10 -1.63  0.684
N: -0.61 -1.59 -3.92  -0.005
C: 0.48 -2.55 -3.75  -0.147
C: 1.83 -1.97 -4.14  -0.192
C: 1.93 -1.52 -5.60  -0.248
C: 1.91 -2.67 -6.60  -0.100
C: -1.58 -1.66 -4.91  -0.154
C: -1.83 -2.59 -5.91  -0.004
C: -2.92 -2.36 -6.73  -0.078
C: -3.74 -1.23 -6.57  -0.077
C: -3.48 -0.30 -5.57  0.001
C: -2.39 -0.54 -4.75  -0.160
H: 1.21 2.70 -5.15  0.073
H: -0.11 1.69 -5.75  0.074
H: 0.62 1.38 -4.17  0.027
H: -0.70 4.05 -4.76  0.104
H: -0.40 3.34 -3.18  0.113
H: -2.44 2.31 -5.21  0.103
H: -2.81 3.40 -3.88  0.118
H: -3.48 1.33 -3.05  0.123
H: -1.95 1.65 -2.25  -0.007
H: 0.23 -3.41 -4.37  0.115
H: 0.48 -2.87 -2.71  0.100
H: 2.59 -2.73 -3.93  0.122
H: 2.04 -1.12 -3.48  0.066
H: 2.87 -0.97 -5.72  0.110
H: 1.13 -0.81 -5.81  0.095
H: 2.72 -3.37 -6.41  0.077
H: 2.02 -2.30 -7.62  0.074
H: 0.97 -3.22 -6.56  0.045
H: -1.21 -3.46 -6.05  0.100
H: -3.14 -3.05 -7.53  0.105
H: -4.58 -1.08 -7.23  0.105
H: -4.11 0.57 -5.44  0.116
Se: -2.36 1.97 0.35  0.049
C: 2.50 -0.70 6.21  -0.026
C: 2.31 -1.08 4.75  -0.637
C: 3.66 -1.21 4.06  -0.041
C: 1.53 -2.38 4.62  -0.017
O: 1.49 -0.05 4.17  -0.156
Si: 1.65 0.88 2.83  -0.152
S: 1.54 -0.23 1.09  0.321
O: 3.03 1.74 2.99  -0.158
C: 4.06 2.24 2.13  -0.636
C: 3.50 3.34 1.23  -0.024
C: 5.12 2.81 3.07  -0.028
C: 4.67 1.13 1.27  -0.050
O: 0.24 1.78 2.84  -0.247
C: -0.03 2.88 3.79  -0.581
C: -1.41 3.46 3.49  -0.059
C: 0.03 2.34 5.22  -0.027
C: 1.01 3.98 3.61  -0.034
H: 3.09 -1.46 6.73  0.087
H: 1.53 -0.60 6.71  0.086
H: 3.03 0.25 6.29  0.088
H: 4.24 -1.99 4.54  0.093
H: 4.22 -0.27 4.12  0.074
H: 3.53 -1.46 3.00  0.068
H: 2.08 -3.21 5.05  0.091
H: 1.34 -2.59 3.56  0.085
H: 0.57 -2.29 5.13  0.074
H: 3.24 4.23 1.80  0.076
H: 2.60 2.98 0.71  0.090
H: 4.23 3.61 0.47  0.091
H: 4.66 3.50 3.77  0.084
H: 5.88 3.34 2.50  0.089
H: 5.60 2.01 3.63  0.084
H: 4.01 0.83 0.47  0.045
H: 4.89 0.26 1.88  0.075
H: 5.61 1.50 0.84  0.090
H: -2.18 3.01 4.12  0.065
H: -1.66 3.32 2.45  -0.032
H: -1.40 4.53 3.70  0.088
H: -0.56 1.42 5.30  0.077
H: -0.39 3.09 5.89  0.095
H: 1.05 2.11 5.53  0.081
H: 0.94 4.40 2.60  0.098
H: 2.02 3.62 3.79  0.065
H: 0.79 4.77 4.32  0.094

Results
LUMO ... -0.0029 Eh
Frontier orbital gap ... 6.76 eV
Energy above the lowest of the compared OMol25 structures with the same formula, charge and spin ... 21.23 kcal per mole
Net charge ... 0